one.
This record from the OMol25 dataset describes C3H4S as an isolated structure. The level of theory is wB97M-V/def2-TZVPD.

Geometry (Å):
C 1.101 -0.109 -0.516
C -0.140 -0.193 -0.328
C -0.943 0.555 0.585
H 1.446 -1.317 -1.123
H 1.852 0.670 -0.041
H -0.910 -1.005 -0.786
H -1.881 0.068 0.280
S -0.525 1.331 1.929

The LUMO energy comes out at -0.86 eV. As for the HOMO-LUMO gap: 7.974 eV. Its spin multiplicity is 1. For the HOMO energy, the calculation gives -8.84 eV.

two.
This record from the OMol25 dataset describes the molecule C3H4S. The level of theory is wB97M-V/def2-TZVPD.

Geometry (Å):
C -1.502 0.207 0.117
C -0.033 0.221 0.068
C 1.150 0.120 0.035
S 2.827 -0.068 0.151
H -1.868 -0.489 -0.743
H -1.993 1.305 0.201
H -1.758 -0.345 0.994
H 3.177 -0.950 -0.823

The LUMO energy comes out at 0.80 eV. As for the HOMO-LUMO gap: 9.487 eV. Its spin multiplicity is 1. For the HOMO energy, the calculation gives -8.69 eV. The structure (SMILES) is CC#CS.

We find two to be the most stable, with the next structure 151.5 kJ/mol higher.

one.
This record from the OMol25 dataset describes C4H4N2 as an isolated structure. The level of theory is wB97M-V/def2-TZVPD.

Geometry (Å):
C 0.255 -1.048 0.276
C 1.498 -0.848 -0.181
C 2.865 1.118 0.014
C -1.343 0.548 -0.171
N 2.253 0.129 0.086
N -0.060 0.187 0.214
H -0.385 -1.877 0.409
H -1.863 0.794 0.733
H -1.316 1.287 -0.787
H -1.904 -0.290 -0.593

The LUMO energy (alpha / beta) comes out at -0.64 / -0.64 eV. As for the HOMO-LUMO gap (alpha / beta): 7.869 / 7.871 eV. Its spin multiplicity is 1. For the HOMO energy (alpha / beta), the calculation gives -8.51 / -8.51 eV.

two.
This record from the OMol25 dataset describes the molecule C4H4N2. The level of theory is wB97M-V/def2-TZVPD.

Geometry (Å):
N 0.571 -0.597 2.133
C -0.566 -0.886 1.870
C -0.110 0.319 0.703
C 0.066 -0.421 -0.618
C 0.068 0.523 -1.740
N 0.060 1.287 -2.611
H 0.694 1.036 0.868
H -1.052 0.860 0.771
H -0.739 -1.147 -0.762
H 1.009 -0.974 -0.614

The LUMO energy comes out at 0.49 eV. As for the HOMO-LUMO gap: 12.236 eV. Its spin multiplicity is 1. For the HOMO energy, the calculation gives -11.75 eV.

We find two to be the most stable, with the next structure 352.7 kJ/mol higher.

one.
This record from the OMol25 dataset describes the molecule C4H4N2. The level of theory is wB97M-V/def2-TZVPD.

Geometry (Å):
C -0.114 0.892 -1.067
N 0.101 -0.122 -0.071
C -0.521 -0.182 1.138
C 0.021 -1.472 1.526
N 0.858 -2.194 0.919
C 0.742 -1.337 -0.140
H 0.873 1.100 -1.632
H -0.866 0.840 -1.866
H -0.261 1.888 -0.645
H -0.833 0.587 1.837

The LUMO energy (alpha / beta) comes out at -0.70 / -0.70 eV. As for the HOMO-LUMO gap (alpha / beta): 7.918 / 7.917 eV. Its spin multiplicity is 1. For the HOMO energy (alpha / beta), the calculation gives -8.62 / -8.62 eV. The structure (SMILES) is Cn1cc2nc1-2.

two.
This record from the OMol25 dataset describes the molecule C4H4N2. The level of theory is wB97M-V/def2-TZVPD.

Geometry (Å):
C 0.284 -1.091 -0.033
C 0.806 0.091 0.785
C 0.188 1.299 0.712
N -0.984 1.504 -0.392
N -1.285 0.583 -1.180
C -0.631 -0.893 -1.017
H 0.750 -2.028 0.331
H 1.699 -0.221 1.361
H 0.293 2.278 1.220
H -1.120 -1.521 -1.787

The LUMO energy comes out at 0.59 eV. As for the HOMO-LUMO gap: 9.508 eV. Its spin multiplicity is 1. For the HOMO energy, the calculation gives -8.92 eV. The structure (SMILES) is c1ccnnc1.

three.
This record from the OMol25 dataset describes the molecule C4H4N2. The level of theory is wB97M-V/def2-TZVPD.

Geometry (Å):
C 0.649 0.809 -0.226
C -0.676 0.806 0.143
C -1.290 -0.447 0.208
N -0.634 -1.597 0.118
N 0.692 -1.577 0.058
C 1.309 -0.421 -0.154
H 1.150 1.708 -0.571
H -1.222 1.717 0.368
H -2.372 -0.525 0.260
H 2.393 -0.473 -0.204

The LUMO energy comes out at 0.42 eV. As for the HOMO-LUMO gap: 9.821 eV. Its spin multiplicity is 1. For the HOMO energy, the calculation gives -9.40 eV. The structure (SMILES) is c1ccnnc1.

We find three to be the most stable, with the next structure 188.2 kJ/mol higher.

one.
This record from the OMol25 dataset describes an isolated ion of composition C5H8NOS and charge +1. The level of theory is wB97M-V/def2-TZVPD.

Geometry (Å):
C 0.113 0.030 -0.035
C -0.041 2.320 0.119
C 1.710 0.555 0.016
C -2.068 1.054 -0.216
C 2.526 -1.637 0.029
N -0.619 1.131 0.106
O 2.751 -0.223 0.039
S 1.664 2.252 0.085
H -0.033 -1.011 0.200
H -0.543 3.175 -0.058
H -2.302 0.140 0.125
H -2.524 1.730 0.512
H -2.334 1.316 -1.248
H 3.491 -1.977 0.423
H 2.059 -1.859 -0.859
H 1.841 -1.766 0.755

The LUMO energy comes out at -4.02 eV. As for the HOMO-LUMO gap: 9.055 eV. As for the net charge: +1. Its spin multiplicity is 1. For the HOMO energy, the calculation gives -13.07 eV.

two.
This record from the OMol25 dataset describes a 2-piece molecular cluster, C5H8NOS overall. The level of theory is wB97M-V/def2-TZVPD.

Geometry (Å):
C 0.081 1.241 -0.382
C 0.204 2.357 0.449
C -1.093 0.592 1.544
C -0.648 0.218 0.242
C -1.226 -0.926 -0.362
N 1.572 -1.566 -0.444
O -1.172 -1.336 -1.552
S -0.498 2.158 2.022
H 0.414 1.399 -1.338
H 0.635 3.327 0.090
H -1.510 -0.036 2.240
H -1.728 -1.595 0.283
H 2.305 -1.052 -0.727
H 1.591 -1.388 0.673
H 1.751 -2.623 -0.574
H -0.676 -0.770 -2.165

The LUMO energy comes out at -5.40 eV. As for the HOMO-LUMO gap: 8.415 eV. As for the net charge: +1. Its spin multiplicity is 1. For the HOMO energy, the calculation gives -13.82 eV.

We find two to be the most stable, with the next structure 129.0 kJ/mol higher.